{"formula": "C6H12N2", "method": "ωB97M-V/def2-TZVPD", "e_tot_ev": -9392.1258, "multiplicity": 1, "e_lumo_ev": [0.340, 0.340], "orbital_gap_ev": [7.90, 7.90], "homo_energy_ev": [-7.56, -7.56], "elements": ["C", "C", "C", "C", "C", "N", "C", "N", "H", "H", "H", "H", "H", "H", "H", "H", "H", "H", "H", "H"], "coordinates": [[1.058, 0.517, 1.051], [-0.556, -1.943, 0.573], [-0.951, 1.915, 0.274], [-1.009, -0.570, 0.137], [-0.410, 0.564, 0.650], [-1.536, -0.431, -1.106], [1.581, 0.319, -0.310], [2.595, -0.319, -0.653], [-0.494, 0.144, -1.736], [-1.860, -1.310, -1.497], [2.798, -0.359, -1.650], [1.404, 1.446, 1.506], [1.294, -0.320, 1.711], [0.669, 0.435, -1.446], [-0.395, -1.992, 1.650], [0.388, -2.216, 0.091], [-1.309, -2.681, 0.294], [-0.637, 2.241, -0.725], [-2.039, 1.886, 0.216], [-0.590, 2.674, 0.970]]}